No. 1
134
Properties=species:S:1:pos:R:3:lowdin_charge:R:1 method="wB97M-V/def2-TZVPD" lumo_ev=-0.03 homo_lumo_gap_ev=9.348 smiles=COC[C@H](C)N.COC[C@H](C)N.OCCO.OCCO.OCCO.OCCO.OCCO.OCCO.OCCO.OCCO.OCCO.OCCO total_charge=0 e_tot_ha=-2880.47169 relative_energy_kcal_mol=108.7 e_homo_ha=-0.34446
O -4.80 2.31 -2.16 -0.038
O -6.18 0.84 3.28 -0.056
O 3.18 -2.71 0.07 -0.077
O 0.16 -2.71 -4.83 -0.187
O -2.95 -3.03 0.97 -0.070
O 2.16 6.97 1.26 -0.070
O 1.93 3.36 5.12 -0.031
O 1.07 0.25 -4.31 -0.084
O 0.19 1.80 -2.35 -0.097
O -0.77 0.67 1.44 -0.060
O -0.82 -1.54 5.86 -0.072
O 1.16 4.66 0.87 -0.113
O 1.50 -1.09 1.57 -0.095
O -0.25 4.48 -3.62 -0.074
O 4.51 -0.01 -2.67 -0.068
O -4.36 -0.85 1.82 -0.093
O 5.46 0.25 2.60 -0.141
O 2.25 -4.70 2.09 -0.098
O -2.32 -3.78 -1.65 -0.060
O -0.72 3.21 2.65 -0.055
O -3.89 0.51 -0.44 -0.090
O 1.13 -0.33 4.38 -0.083
N -3.39 -2.29 -5.65 0.028
N 3.90 0.11 0.19 0.059
C 0.91 3.85 4.32 -0.279
C -1.26 -2.81 -4.65 -0.196
C -3.69 -4.08 0.36 -0.208
C -1.25 3.73 -2.81 -0.185
C 4.47 1.25 2.26 -0.186
C 2.50 0.13 -4.15 -0.199
C 0.36 2.80 3.40 -0.285
C -5.51 1.12 -2.04 -0.264
C 3.06 -0.12 -2.76 -0.242
C 1.33 -1.72 4.70 -0.220
C 0.93 -2.95 -3.63 -0.087
C -0.05 0.19 0.34 -0.190
C 4.01 -3.77 0.51 -0.224
C -0.02 -2.34 4.92 -0.209
C -3.59 -4.16 -1.18 -0.222
C -3.93 -0.29 3.02 -0.227
C 3.35 2.51 0.35 -0.039
C 0.46 -1.27 0.67 -0.187
C 2.20 6.69 -0.12 -0.239
C 4.77 -0.87 3.14 -0.113
C 1.08 5.59 -0.33 -0.126
C -1.72 -0.51 -5.80 -0.032
C 4.33 1.43 0.78 -0.393
C 3.14 -4.96 0.92 -0.184
C -5.31 0.56 -0.63 -0.237
C -1.92 -2.02 -5.79 -0.405
C -1.09 2.20 -2.91 -0.215
C -5.11 0.13 3.97 -0.184
H 4.69 2.23 2.69 0.134
H 4.76 -3.55 1.28 0.111
H -2.10 -4.14 -2.51 0.064
H -3.96 2.21 -1.71 0.060
H -1.67 -1.94 6.03 0.078
H -3.57 -3.22 -5.98 0.061
H -2.14 -0.02 -6.69 0.087
H 2.62 -2.36 0.76 0.023
H -1.56 -2.49 -6.70 0.136
H 2.02 -1.83 5.54 0.125
H 2.57 -1.00 -2.35 0.087
H 1.78 -2.23 3.85 0.105
H -4.37 -3.51 -1.57 0.116
H 4.09 -1.38 2.46 0.062
H -4.63 0.72 4.75 0.115
H 2.68 0.52 -1.96 0.081
H 1.22 4.60 3.59 0.110
H -3.76 0.27 0.48 0.031
H 3.78 -5.82 1.11 0.111
H 0.52 3.90 -3.62 0.057
H 5.43 -1.63 3.57 0.091
H -3.79 -1.78 -6.43 0.062
H 2.01 -2.87 -3.73 0.090
H 0.71 0.97 0.21 0.104
H 2.12 7.57 -0.75 0.112
H -1.81 1.61 -2.35 0.103
H -1.25 1.92 -3.95 0.107
H 1.10 -0.66 2.33 0.066
H 0.93 -1.60 -0.26 0.112
H -4.73 -4.00 0.67 0.125
H -5.80 1.27 0.03 0.113
H 3.23 -0.16 0.89 0.027
H -0.38 -1.90 0.95 0.115
H 3.20 6.34 -0.37 0.101
H 2.32 2.18 0.47 0.048
H 0.17 4.34 4.95 0.130
H 3.41 2.66 -0.72 0.087
H -2.20 3.84 -3.32 0.117
H 5.30 1.50 0.30 0.142
H -0.93 2.54 2.00 0.049
H 3.56 3.41 0.93 0.087
H 0.20 6.23 -0.31 0.116
H 0.85 -0.52 -4.83 0.047
H 2.04 -5.54 2.51 0.067
H 4.65 -4.00 -0.34 0.123
H 0.81 3.87 0.46 0.057
H -1.60 -3.84 -4.56 0.120
H -2.09 -0.04 -4.89 0.080
H -0.57 0.08 -0.61 0.107
H -5.48 -0.78 4.44 0.108
H 1.19 2.48 2.76 0.112
H -5.74 -0.41 -0.35 0.115
H -6.60 1.10 -2.10 0.121
H -2.17 -3.00 0.41 0.069
H -1.53 0.13 1.67 0.074
H 2.42 -5.24 0.15 0.110
H -3.89 -5.14 -1.55 0.123
H 0.75 0.04 5.18 0.077
H -0.49 -2.50 3.95 0.110
H -3.84 -1.63 1.61 0.043
H 1.16 5.10 -1.29 0.102
H 0.57 -2.25 -2.88 0.079
H 0.10 -3.34 5.34 0.117
H 1.69 6.20 1.59 0.040
H 4.24 -0.53 4.02 0.088
H 3.45 1.07 2.59 0.119
H -3.40 -5.02 0.82 0.114
H -5.18 0.32 -2.70 0.112
H -3.34 0.59 2.75 0.110
H -6.16 0.66 2.34 0.055
H -1.19 3.91 -1.73 0.107
H -1.52 -2.35 -3.70 0.114
H 2.84 -0.75 -4.71 0.117
H -0.02 2.02 4.07 0.109
H 4.73 -0.05 -1.74 0.036
H -3.23 -0.96 3.52 0.120
H 0.83 -3.93 -3.17 0.086
H 3.10 0.92 -4.62 0.123
H 0.75 1.49 -3.05 0.027
H -0.64 -0.43 -5.88 0.059
H 4.55 -0.53 0.61 0.059
H 1.53 3.36 5.99 0.089

No. 2
128
Properties=species:S:1:pos:R:3:lowdin_charge:R:1 method="wB97M-V/def2-TZVPD" lumo_ev=0.11 homo_lumo_gap_ev=9.417 smiles=COC[C@H](C)N.COC[C@H](C)N.COC[C@H](C)N.COC[C@H](C)N.CCO.CCO.CCO.CCO.CCO.CCO.O.O total_charge=0 e_tot_ha=-2238.97019 relative_energy_kcal_mol=0.0 e_homo_ha=-0.34204
O -0.16 1.48 -2.84 -0.209
O -3.97 -6.00 -3.60 -0.172
O 2.92 -2.64 -3.49 -0.084
O -1.80 2.85 4.49 -0.108
O -3.42 -0.61 -1.30 -0.106
O -2.40 0.15 3.89 -0.045
O 3.87 3.82 -0.30 -0.121
O 1.50 -2.65 3.97 -0.075
O -1.06 -3.32 0.88 -0.112
O -4.56 3.46 0.47 -0.193
O 7.35 -2.17 1.48 -0.204
O -1.37 -0.53 0.74 -0.120
N 2.49 1.88 -1.85 0.058
N -5.45 5.28 -2.54 0.029
N -3.27 -3.61 -0.90 0.034
N 6.59 -1.11 -1.05 0.046
C 6.43 -0.36 0.21 -0.417
C 0.40 3.80 4.05 -0.086
C 0.46 -2.13 4.78 -0.338
C 8.26 -2.66 2.43 -0.110
C 1.86 -3.24 -2.74 -0.306
C 4.87 3.25 0.55 -0.321
C -4.34 3.98 -0.83 -0.212
C -3.40 -4.06 -2.28 -0.425
C -0.25 0.27 0.36 -0.274
C 2.95 3.43 -3.69 -0.049
C -1.17 2.34 -2.30 -0.106
C 0.81 0.04 1.43 -0.041
C 0.79 2.20 -3.63 -0.189
C -4.77 -0.36 0.68 -0.058
C -5.68 4.35 -1.43 -0.437
C -4.65 -0.09 -0.81 -0.281
C 0.85 -2.11 6.25 -0.086
C -3.90 -5.49 -2.29 -0.233
C 5.02 -0.70 0.69 -0.076
C 1.38 -2.31 -1.65 -0.078
C 4.38 3.25 1.98 -0.080
C -2.08 -3.91 -3.03 -0.046
C 1.88 2.84 -2.76 -0.421
C -6.55 3.14 -1.74 -0.059
C -4.57 -7.26 -3.63 -0.124
C -3.41 3.13 1.21 -0.096
C -0.38 2.67 4.70 -0.310
C 7.43 -0.78 1.30 -0.221
H 1.62 -1.36 6.47 0.072
H -4.78 -1.44 0.84 0.074
H 8.21 -3.74 2.47 0.088
H 1.67 0.68 1.24 0.071
H 5.15 2.94 2.69 0.070
H -5.50 -0.47 -1.38 0.122
H -1.57 3.04 -3.04 0.089
H 3.89 3.62 -3.18 0.074
H 3.16 2.78 -4.54 0.079
H 1.10 -1.01 1.46 0.071
H 0.22 4.75 4.55 0.071
H 1.42 3.65 -2.20 0.136
H 0.41 0.23 2.42 0.056
H -2.27 -4.10 -4.09 0.081
H -1.30 -4.53 -2.62 0.087
H -3.87 3.25 -1.50 0.108
H 1.25 1.45 -4.27 0.131
H -7.55 3.33 -2.11 0.074
H -1.72 -2.87 -2.99 0.071
H -5.69 0.04 1.11 0.088
H -1.09 -2.34 0.93 -0.016
H 5.70 3.94 0.38 0.107
H -2.95 4.05 1.58 0.096
H -3.23 -2.58 -0.90 0.051
H 4.22 -0.24 0.10 0.059
H 3.12 1.21 -2.28 0.103
H -4.78 0.98 -0.99 0.081
H 0.21 -1.12 4.42 0.084
H 1.45 3.55 4.25 0.069
H -4.94 4.83 -3.30 0.069
H -0.50 -2.66 4.70 0.112
H -3.47 -0.60 -2.27 0.110
H 9.29 -2.45 2.13 0.087
H 1.05 -3.50 -3.43 0.096
H 5.25 2.31 0.15 0.080
H 0.22 3.97 2.99 0.069
H 1.87 -2.43 -0.68 0.076
H -4.89 -5.58 -1.80 0.126
H -3.24 -6.10 -1.65 0.137
H -6.04 2.40 -2.37 0.068
H -2.06 -0.45 0.05 0.047
H -1.91 -3.56 0.43 -0.013
H 8.44 -0.58 0.90 0.124
H -6.58 2.65 -0.76 0.072
H -2.22 -0.47 3.16 0.043
H -2.66 2.50 0.71 0.076
H 4.07 4.26 2.22 0.073
H 8.06 -2.21 3.41 0.090
H -4.16 -3.80 -0.42 0.091
H 3.51 2.60 2.09 0.060
H -6.19 4.95 -0.66 0.143
H -2.01 1.78 -1.90 0.061
H 1.74 1.28 -1.51 0.058
H -5.63 -7.22 -3.36 0.088
H -4.18 -3.48 -2.80 0.138
H 4.87 -1.78 0.66 0.076
H -3.94 0.04 1.26 0.053
H 2.62 4.40 -4.08 0.082
H 0.35 -2.59 -1.37 0.055
H -0.04 -1.83 6.81 0.072
H -3.70 4.87 -0.74 0.132
H -3.32 0.00 4.12 0.063
H 2.22 -4.18 -2.31 0.114
H -3.74 2.60 2.11 0.083
H 7.43 -0.76 -1.51 0.069
H -6.35 5.54 -2.93 0.069
H 1.06 -2.96 3.17 0.072
H 3.53 3.18 -0.96 0.017
H -4.10 -7.97 -2.94 0.090
H -0.15 2.57 5.77 0.110
H 0.28 2.96 -4.22 0.125
H -0.58 1.30 0.29 0.098
H 3.48 -3.35 -3.82 0.073
H 6.50 0.73 0.15 0.112
H -4.49 -7.73 -4.61 0.088
H 7.33 -0.22 2.23 0.127
H 1.18 -3.09 6.59 0.074
H 1.37 -1.27 -1.95 0.058
H -0.10 1.71 4.25 0.083
H 0.11 -0.11 -0.60 0.081
H -0.66 2.89 -1.51 0.088
H 6.83 -2.05 -0.73 0.068
H 4.87 -0.43 1.74 0.081
H -2.09 1.92 4.38 0.022

No. 3
126
Properties=species:S:1:pos:R:3:lowdin_charge:R:1 method="wB97M-V/def2-TZVPD" lumo_ev=0.05 homo_lumo_gap_ev=10.055 total_charge=0 e_tot_ha=-2170.29814 relative_energy_kcal_mol=114.2 e_homo_ha=-0.36778
O 3.53 1.00 7.06 -0.097
O 2.73 4.69 -2.74 -0.059
O 3.44 7.26 1.66 -0.049
O 9.73 2.06 -5.77 -0.096
O 1.22 0.12 -0.57 -0.094
O -1.63 -2.50 -7.12 -0.079
O 4.65 -3.84 -1.86 -0.075
O -5.88 3.44 5.45 -0.090
O -8.92 -0.08 3.08 -0.112
O -2.95 -7.95 -1.18 -0.066
O -6.61 -2.66 -5.29 -0.066
O -5.11 6.20 -1.03 -0.088
O -3.61 -5.27 3.10 -0.074
O 9.77 2.64 2.55 -0.083
C -0.12 0.21 -0.06 -0.307
C 2.63 7.59 2.70 -0.397
C 3.65 1.28 5.69 -0.314
C 1.91 5.25 -3.70 -0.381
C 7.74 1.08 -4.87 -0.081
C -5.52 5.03 -0.36 -0.350
C -0.71 -2.18 -6.07 -0.320
C -0.62 -1.20 0.32 -0.083
C 1.23 7.16 2.43 -0.095
C 6.17 -5.66 -1.58 -0.083
C -3.82 2.36 5.50 -0.075
C -2.74 -5.88 4.03 -0.354
C 3.35 -0.10 5.05 -0.081
C 0.64 -1.76 -6.67 -0.090
C -5.91 3.96 -1.34 -0.091
C 2.15 4.54 -4.99 -0.095
C -0.55 -8.04 -1.21 -0.089
C -2.71 -5.10 5.32 -0.093
C -4.87 3.10 6.37 -0.324
C 8.48 3.09 2.13 -0.331
C -1.84 -8.26 -1.95 -0.367
C 7.81 1.93 1.50 -0.106
C -8.01 -1.20 2.90 -0.291
C -8.91 -2.44 2.74 -0.083
C -6.39 -3.41 -3.06 -0.092
C 5.70 -4.30 -1.06 -0.351
C -7.02 -2.40 -4.00 -0.362
C 8.46 2.39 -5.21 -0.316
H -8.41 0.59 3.55 0.067
H 8.28 0.39 -4.23 0.074
H -1.97 -9.29 -2.30 0.110
H -5.04 3.69 -1.93 0.077
H -4.27 1.54 4.94 0.068
H 8.61 3.92 1.44 0.110
H -2.18 -5.62 6.11 0.077
H 0.06 -1.76 0.95 0.073
H -1.62 -1.07 0.75 0.070
H -5.19 2.52 7.24 0.098
H 2.36 -0.46 5.31 0.071
H 8.28 1.59 0.58 0.077
H -2.50 -2.43 -6.73 0.075
H -3.08 -6.90 4.21 0.109
H 6.76 2.01 1.22 0.073
H -0.75 -1.75 -0.62 0.066
H 2.94 2.04 5.36 0.101
H 8.57 3.12 -4.40 0.104
H 7.91 2.97 -5.96 0.101
H 0.34 -8.34 -1.75 0.076
H 4.66 1.65 5.54 0.105
H 3.11 4.80 -5.43 0.074
H 10.31 2.83 -5.79 0.074
H 1.36 -1.45 -5.91 0.071
H -7.43 -1.24 3.83 0.104
H 2.64 8.68 2.81 0.112
H 7.36 0.55 -5.74 0.074
H 2.08 6.31 -3.85 0.113
H -6.81 -4.36 -3.38 0.076
H -3.68 -8.34 -1.67 0.084
H 0.52 7.64 3.10 0.077
H -8.30 -3.34 2.70 0.067
H 10.31 3.43 2.62 0.075
H 5.37 -6.40 -1.59 0.075
H -6.79 -3.35 -2.05 0.067
H 1.06 -2.56 -7.27 0.069
H -2.96 1.98 6.06 0.070
H -0.53 -3.09 -5.50 0.100
H -1.72 -5.96 3.64 0.107
H -5.31 -3.34 -2.90 0.075
H -3.78 -4.98 5.53 0.076
H -7.40 -2.67 -5.84 0.086
H 3.41 -0.02 3.96 0.063
H -0.55 -8.49 -0.22 0.073
H 4.03 1.63 7.59 0.080
H -5.07 6.85 -0.33 0.077
H -6.25 3.10 -0.77 0.075
H 7.75 1.07 2.17 0.077
H 0.47 -0.95 -7.38 0.068
H -3.48 3.03 4.71 0.068
H -4.56 3.99 6.91 0.102
H -8.09 -2.60 -3.90 0.108
H -2.30 -4.10 5.22 0.074
H 6.48 -3.54 -0.97 0.106
H -6.86 -1.36 -3.72 0.108
H -0.77 0.69 -0.79 0.104
H -0.15 0.80 0.86 0.098
H -7.38 -0.94 2.06 0.103
H 4.18 -3.15 -1.39 0.083
H 3.99 8.02 1.47 0.091
H -9.47 -2.38 1.81 0.071
H 1.42 4.87 -5.73 0.075
H -0.39 -6.98 -1.00 0.072
H 1.13 6.08 2.49 0.075
H 2.12 3.45 -4.92 0.078
H -1.05 -1.42 -5.37 0.105
H -6.73 4.30 -1.98 0.079
H -6.41 5.39 0.15 0.110
H 0.87 5.16 -3.39 0.109
H -6.56 4.04 5.78 0.083
H 2.90 7.21 3.69 0.110
H -3.52 -5.81 2.32 0.079
H -4.73 4.71 0.33 0.111
H 6.89 1.43 -4.29 0.067
H 7.94 3.44 3.01 0.107
H 5.36 -4.41 -0.03 0.102
H 6.55 -5.48 -2.59 0.071
H -9.58 -2.52 3.59 0.073
H 2.85 5.35 -2.05 0.086
H -1.81 -7.64 -2.85 0.108
H 7.03 -6.02 -1.00 0.071
H 4.08 -0.86 5.35 0.071
H 1.55 0.99 -0.78 0.073
H 0.99 7.43 1.40 0.076